Formula: C10H21S3Sn
Source: the Open Molecules 2025 dataset
Level of theory: ωB97M-V with the def2-TZVPD basis set

Structure (XYZ):
```
35
Properties=species:S:1:pos:R:3:forces:R:3
Sn -1.695618 0.019322 -0.115393 -1.9771 0.8654 -3.0180
C -0.248580 0.027837 3.097401 1.3619 -0.6676 -1.2118
C -1.371450 -0.981441 3.365687 0.6245 -0.4081 -0.6146
S -2.134531 -1.802212 1.893609 0.5396 -0.8575 1.5598
C -0.946644 -3.098432 1.422695 -1.0115 -0.8939 1.0650
C 0.467253 -2.671019 1.175553 0.7454 -0.1221 -1.2408
S 0.667018 -1.293069 -0.071269 -0.0261 -1.1550 0.5853
C 1.899664 -0.218550 0.715436 -0.3532 0.7093 0.0764
C 1.350041 1.222710 0.943024 0.8554 -0.7708 2.0091
S -0.360133 1.241431 1.627074 1.0409 0.1102 1.2356
H 0.675226 -0.585180 2.922278 -0.7512 0.9478 0.0766
H -0.052590 0.667895 3.944956 -0.1442 0.0975 0.3120
H -2.186196 -0.491290 3.852696 -0.6280 0.0944 0.4069
H -0.933866 -1.763562 4.032527 -0.5329 0.5811 -0.3688
H -1.401882 -3.569005 0.542376 0.0815 0.1369 0.1184
H -0.999420 -3.867933 2.247979 0.3492 0.6403 -0.9534
H 1.028552 -3.489605 0.698467 -0.2431 0.0924 0.4102
H 0.963278 -2.424800 2.095837 0.3016 0.2907 0.2986
H 2.734247 -0.206264 0.009693 0.0315 0.1982 0.3072
H 2.218454 -0.673979 1.661804 0.0213 0.1052 -0.4250
H 1.318930 1.781665 0.040643 -0.2579 0.4853 -0.8255
H 2.007932 1.784270 1.661135 -0.5199 -0.5884 -0.6666
C -0.445685 2.689018 -2.047870 0.1791 -0.2651 -0.3022
C 0.009367 1.315298 -2.590241 0.2429 1.3861 -0.7238
C 0.371473 1.494725 -4.101804 0.1650 -0.1597 0.3430
C -1.031499 0.274769 -2.342729 0.5681 -0.7214 1.2848
H 0.318783 3.428784 -2.233946 0.3323 0.3023 -0.0580
H -0.585620 2.669049 -0.961487 -0.3222 0.0136 0.0198
H -1.343737 3.063340 -2.551203 -0.0636 -0.2428 0.2462
H 0.905406 1.078980 -2.014366 0.4257 -0.2553 -0.1646
H -0.565421 1.718249 -4.660612 0.7063 -0.1400 0.2301
H 0.850383 0.586866 -4.512666 -0.4491 0.2842 0.1428
H 1.107941 2.311732 -4.253752 -0.5537 -0.2989 0.1143
H -0.669050 -0.741179 -2.583651 -0.2192 0.2832 -0.1999
H -1.922025 0.501578 -2.909881 -0.5196 -0.0773 -0.0693
```
Forces are in eV/Å.

Values from the calculation:
E_HOMO ... -9.752 eV
Charge ... +1
Frontier orbital gap ... 6.5 eV
E_tot ... -49039.8992 eV
LUMO level ... -0.1184 Ha

Results of the natural (NBO) charge analysis, in e, for atoms 1 through 5: 0.802 -0.489 -0.545 0.290 -0.565

***

Formula: CH3NS3
Source: the Open Molecules 2025 dataset
Level of theory: ωB97M-V with the def2-TZVPD basis set

Structure (XYZ):
```
8
Properties=species:S:1:pos:R:3:forces:R:3
C -0.691647 -0.213077 -0.517453 0.4700 0.1342 0.5643
N 1.024663 0.386484 0.774004 -1.0118 -1.1353 -1.2750
S -2.106897 0.007898 0.159271 1.1736 0.2662 -0.0547
S -0.144518 -0.944736 -1.933234 2.7046 0.7023 1.0704
S 0.180243 1.339578 1.747935 -0.1935 2.2936 0.3737
H 1.692374 1.020128 0.313034 -0.5140 -0.3852 -0.3408
H -1.272027 -1.222514 -2.420945 -2.4637 -0.7248 -1.1308
H -0.293864 0.531424 2.647510 -0.1652 -1.1511 0.7929
```
Forces are in eV/Å.

Values from the calculation:
E_HOMO (alpha / beta) ... -8.036 / -8.032 eV
Frontier orbital gap (alpha / beta) ... 7.8 / 7.8 eV
E_tot ... -35077.8555 eV
LUMO level (alpha / beta) ... -0.0100 / -0.0099 Ha

Results of the natural (NBO) charge analysis, in e, for atoms 1 through 5: -0.366 -0.854 0.131 0.202 0.337

***

Formula: C16H11FeNO6
Source: the Open Molecules 2025 dataset
Level of theory: ωB97M-V with the def2-TZVPD basis set

Structure (XYZ):
```
35
Properties=species:S:1:pos:R:3:forces:R:3
C 1.962610 -0.380802 -1.954555 -0.0713 0.2928 0.3389
C 3.272541 -0.367361 -2.353595 0.0812 -0.1335 -0.1813
C 3.922771 0.868622 -2.599018 0.8235 -0.0583 0.4393
N 5.341119 0.889650 -2.755637 -2.1121 -0.0820 0.0835
O 5.912220 2.000746 -2.874907 0.5986 1.5944 -0.2365
O 5.956642 -0.204159 -2.750640 0.6841 -1.4927 -0.0651
C 3.202537 2.086403 -2.520056 0.1564 0.0891 -0.1617
C 1.888575 2.072508 -2.125462 -0.4006 -0.2474 0.4016
C 1.202506 0.846548 -1.725175 1.1274 -0.3625 -0.6461
O 0.064683 0.810304 -1.199502 0.9420 -0.3033 -1.9039
H 1.482077 -1.324674 -1.702354 -0.0445 0.2222 -0.0324
H 3.852018 -1.286419 -2.438204 -0.1163 0.3654 0.0002
H 3.737511 3.015131 -2.722035 -0.1542 -0.3609 0.0396
H 1.354272 3.013954 -2.011547 -0.0386 -0.1721 -0.0027
O -2.891111 -3.983544 3.362480 -0.0122 -0.3121 -0.2898
C -2.555620 -2.925675 3.021818 -0.3844 -0.3225 1.4500
Fe -1.841015 -1.540468 2.122118 2.7588 -2.7495 -3.0309
C -0.067310 -2.075751 2.026110 0.8212 0.1969 0.7856
O 1.016921 -2.339341 1.712777 -0.9573 0.1568 0.2302
C -1.850428 -2.440323 0.590696 -0.0369 -0.0986 -0.6143
O -1.756886 -3.034463 -0.397588 -0.2987 0.4246 0.6006
C -1.227646 1.233458 0.484029 -2.8519 0.2526 1.9171
C -2.516695 1.087416 -0.090238 1.4859 1.3448 -0.4392
C -3.505143 0.238716 0.331964 -0.5498 -0.3391 -0.6339
C -3.505363 -0.621393 1.500128 -0.7290 0.6351 0.1062
C -3.055720 -0.082319 2.779664 -0.6609 1.4022 0.8914
C -1.716422 0.346699 2.853796 -0.3402 0.3309 0.4846
C -0.911802 0.433669 1.656254 1.2698 0.8510 -0.2035
H -0.556492 2.079998 0.248444 -0.7708 -0.7960 0.0701
H -2.689588 1.671012 -1.004472 -0.1562 -0.1193 0.3244
H -4.415921 0.236144 -0.280162 0.2356 -0.2331 0.0997
H -4.337817 -1.343805 1.495176 0.0317 0.6188 0.3268
H -3.689347 -0.096427 3.675930 0.3826 -0.2355 -0.2537
H -1.251181 0.621278 3.820635 -0.4208 -0.2477 -0.3339
H 0.172489 0.494674 1.823122 -0.2921 -0.1116 0.4390
```
Forces are in eV/Å.

Values from the calculation:
Spin multiplicity ... 5
E_HOMO (alpha / beta) ... 1.371 / -1.472 eV
Charge ... -2
Frontier orbital gap (alpha / beta) ... 3.8 / 4.9 eV
E_tot ... -64924.1880 eV
LUMO level (alpha / beta) ... 0.1903 / 0.1264 Ha

Results of the natural (NBO) charge analysis, in e, for atoms 1 through 5: -0.181 -0.289 0.199 0.326 -0.605